52
Properties=species:S:1:pos:R:3:forces:R:3:lowdin_charge:R:1 method="wB97M-V/def2-TZVPD" largest_force_ev_per_a=1.0 charge=0 e_homo_ev=-7.6 spin_multiplicity=1 e_above_lowest_kcal_mol=4.85
H 3.00396 1.54140 2.09173 0.090 -0.039 -0.031 0.1196
H 2.43738 -4.19622 -0.33267 -0.042 0.004 -0.048 0.1251
C 0.93932 -1.36905 2.83956 0.122 -0.227 -0.237 -0.4212
C 2.05114 1.88123 2.46794 -0.182 -0.120 0.133 -0.0364
C -0.39642 2.72719 3.47387 -0.086 0.260 0.112 -0.0001
H 1.71125 0.82131 -2.77173 -0.007 0.032 0.022 0.0835
C -1.75738 0.82317 -4.61861 -0.199 0.004 0.141 -0.1499
H -2.48576 -1.02891 -5.47221 0.013 -0.022 -0.022 0.1142
H -0.77439 0.08259 -1.52634 0.182 -0.081 0.014 0.1121
H 2.73667 -5.30021 1.74852 -0.037 -0.022 -0.102 0.0722
O -3.05120 0.21216 -2.76634 0.076 -0.106 0.232 -0.1082
H -0.82562 4.73514 5.41220 0.006 0.013 -0.041 0.0974
H -1.11209 0.78513 2.94028 -0.058 -0.077 0.012 0.1293
S 1.40761 0.90473 -0.43987 0.059 0.495 -0.295 1.0382
H -0.27698 6.34985 4.90014 -0.067 -0.072 -0.011 0.0937
H 1.13020 -5.97505 1.41785 0.060 -0.010 -0.034 0.0692
C 1.43528 -2.73341 0.86436 -0.184 0.068 0.990 -0.2841
O 0.68244 4.85102 3.98997 0.253 -0.141 -0.129 -0.0777
C 1.57403 -4.12294 0.32840 -0.052 0.026 -0.038 -0.1578
O 0.67914 -1.15871 4.00184 -0.070 -0.099 0.232 0.0839
H -0.90644 -1.19455 -4.69385 0.032 -0.064 -0.038 0.1085
C 1.69712 -5.05476 1.53159 0.020 0.046 0.448 -0.4129
N 1.08447 -0.29079 1.92590 -0.002 -0.070 0.015 0.0585
H -1.23908 -2.59938 -2.66155 -0.096 0.034 0.067 0.1288
H -3.43794 -1.69430 -3.46061 0.092 0.089 0.015 0.1459
H -1.35319 3.03081 3.86678 -0.071 0.063 0.046 0.1057
C 1.14492 -2.63926 2.19567 0.177 -0.307 -0.436 -0.4049
N 1.53683 -1.65462 0.06933 0.238 0.409 -0.233 0.1202
O 1.05592 -2.02764 -2.98205 0.130 -0.304 -0.330 0.0505
H -0.83303 1.13420 -4.13075 0.010 0.037 -0.005 0.1004
C -0.50878 5.34234 4.55879 -0.202 0.084 0.092 -0.0845
C -2.96078 1.21026 -3.76156 0.037 0.258 -0.288 -0.1994
C 1.35607 -0.49562 0.61492 0.104 -0.404 -0.517 -0.5439
H -3.87751 1.22050 -4.36927 0.060 0.049 0.042 0.1226
C 0.71868 -1.04830 -2.35409 0.191 0.394 0.059 -0.5989
N -0.54163 -0.79733 -1.96260 -0.522 0.205 -0.020 0.0574
C 0.69738 3.58764 3.49729 0.133 -0.172 -0.119 -0.2695
C -1.64791 -1.66759 -2.26698 -0.376 0.075 -0.240 -0.1128
H -2.85695 2.17274 -3.25821 -0.040 -0.021 -0.064 0.1213
H 2.72140 -0.40131 -1.96683 -0.142 -0.043 -0.104 0.0889
H 2.76213 3.82403 3.01836 0.106 0.084 0.001 0.1213
H -1.31691 5.38748 3.82196 0.029 -0.017 0.031 0.0959
S 1.04216 -4.17460 3.01820 -0.106 -0.245 0.092 0.9541
C 1.72828 0.04356 -2.00623 0.078 -0.122 0.398 -0.3474
C 0.95024 1.03223 2.44012 -0.122 0.436 0.206 -0.2725
C -1.87378 -0.70161 -4.63230 -0.078 0.087 0.115 -0.1143
H 0.68652 -4.35103 -0.26849 0.011 0.006 -0.033 0.1245
H -2.21209 -1.86780 -1.35157 0.033 -0.069 -0.050 0.1277
C -0.26643 1.45503 2.94705 0.250 -0.073 -0.175 0.0086
C -2.58275 -1.02194 -3.30080 0.232 -0.589 0.080 -0.3058
H -1.79729 1.26148 -5.61257 0.037 0.054 -0.051 0.1104
C 1.92179 3.14971 2.98544 -0.122 0.201 0.094 0.0129

52
Properties=species:S:1:pos:R:3:forces:R:3:lowdin_charge:R:1 method="wB97M-V/def2-TZVPD" largest_force_ev_per_a=1.1 charge=0 e_homo_ev=-7.4 spin_multiplicity=1 e_above_lowest_kcal_mol=19.49
C 0.23458 -2.50883 -0.06614 -0.481 -0.510 0.135 -0.2791
H -0.50620 1.71806 3.33623 0.036 0.037 0.090 0.1046
H -2.42597 0.36807 2.70979 -0.059 -0.053 0.112 0.1177
C 2.16080 -2.35684 -1.51015 0.050 0.241 0.022 0.0233
C -1.84910 1.85792 -0.25412 -0.142 -0.089 0.118 -0.0281
C -2.47706 1.04225 0.67818 -0.157 0.003 0.024 -0.2337
H -3.25468 -3.92596 -0.24177 -0.001 -0.037 0.174 0.1127
H -4.31852 0.01937 1.11919 0.000 0.064 -0.086 0.1254
O -3.25237 -0.63790 -2.35942 0.007 0.274 -0.296 0.0501
H -2.22791 1.88902 -1.26549 -0.046 0.006 -0.124 0.1159
C 1.39387 -0.47716 -0.16938 0.062 -1.021 -0.463 -0.1408
H 2.80278 2.83462 2.24937 0.025 -0.031 0.032 0.0862
C -3.63743 0.17255 0.27850 0.052 0.054 -0.105 -0.1157
C -1.95676 0.99800 1.96651 -0.104 0.075 -0.211 -0.0605
C -2.29942 -2.74243 -1.79595 -0.179 0.375 -0.235 -0.1192
C 4.30012 -0.12528 -2.30723 0.181 0.028 -0.135 0.0067
C -0.21569 2.58090 1.38175 -0.401 -0.056 0.007 -0.2585
H -2.82952 -3.11012 -2.67929 0.059 0.048 0.104 0.1299
C 1.11524 -3.08732 -0.96713 -0.064 -0.124 0.038 -0.0616
H -4.17719 0.61603 -0.56073 -0.024 -0.068 0.176 0.1226
H 4.99843 -0.90019 -1.98742 0.010 0.028 -0.021 0.1009
C 0.34468 -1.19397 0.35972 0.182 0.522 0.017 0.0597
C -0.85716 1.75363 2.31631 0.177 -0.031 0.078 -0.0285
H 2.84851 -2.79566 -2.21398 0.082 -0.072 -0.079 0.1165
C -2.94916 -1.39352 -1.45640 0.144 -0.623 -0.192 -0.5023
H 3.95392 -0.34334 -3.31860 0.032 0.015 0.007 0.1014
H -2.77234 -1.71945 0.57019 -0.098 0.008 -0.146 0.0747
H 2.01962 3.96975 0.09282 -0.014 0.046 -0.018 0.0758
N 3.18673 -0.05018 -1.40192 -0.290 0.061 0.240 0.0042
H -2.00034 -4.78183 -1.15819 0.036 -0.034 0.023 0.1028
N 0.84793 3.36550 1.75363 0.218 0.140 -0.022 -0.1919
H 1.55441 1.92212 3.09813 0.020 -0.005 0.022 0.0769
O 3.44239 2.12814 -0.69405 -0.099 0.171 0.159 0.1274
H 1.88414 3.60406 3.56085 0.073 -0.082 0.039 0.0898
N -3.16401 -1.13494 -0.15932 -0.272 0.104 0.387 0.0910
C 1.81698 2.90615 2.71998 0.018 0.026 0.150 -0.0676
O -0.51392 -4.80960 0.95993 0.096 -0.150 -0.259 -0.3032
C 1.36195 4.38170 0.86700 -0.059 -0.001 -0.101 -0.0697
H 0.98013 -4.12580 -1.22421 0.056 -0.145 -0.085 0.1209
C 2.28571 -1.04071 -1.09796 -0.549 -0.102 0.397 -0.1304
H 0.53925 4.92015 0.40000 0.014 0.062 -0.019 0.0869
O 1.76631 0.80705 0.07742 -0.133 0.264 0.297 0.1584
H -0.34550 -0.77167 1.07098 -0.085 0.126 0.091 0.1077
S -1.07845 -3.53542 0.61068 0.266 -0.422 -0.089 0.7113
H -1.27682 -2.52255 -2.11627 -0.128 -0.010 -0.095 0.1115
C -0.74708 2.61464 0.08470 0.166 0.118 0.045 -0.0252
O -1.73152 -2.79116 1.66178 -0.092 0.364 0.064 -0.3245
H 4.79755 0.84342 -2.29268 -0.014 -0.091 -0.027 0.0977
H -0.28119 3.22019 -0.67572 0.081 0.076 -0.064 0.1022
C 2.86354 1.07955 -0.67760 0.687 0.134 -0.442 -0.4618
C -2.29083 -3.82274 -0.73550 0.657 0.254 0.303 -0.2004
H 1.93658 5.09174 1.46299 0.002 0.033 -0.038 0.0900

49
Properties=species:S:1:pos:R:3:forces:R:3:lowdin_charge:R:1 method="wB97M-V/def2-TZVPD" largest_force_ev_per_a=0.7 charge=0 e_homo_ev=-8.1 spin_multiplicity=1 e_above_lowest_kcal_mol=29.51
C -0.34575 2.84790 0.34611 -0.077 0.333 0.227 -0.1191
H -0.78425 -1.42772 -0.66913 -0.129 -0.058 0.110 0.1203
H -3.12967 -1.85241 1.87283 -0.056 -0.108 0.005 0.1038
C 0.24501 0.33466 -1.29155 0.014 -0.191 0.108 -0.2502
O -0.87185 -3.20196 2.42834 0.275 0.389 -0.061 -0.1170
C -2.23683 -1.25162 1.93765 0.003 -0.193 0.007 -0.0187
H 2.70629 -2.64893 3.49138 -0.071 -0.015 0.010 0.0944
H -0.36264 3.01724 -3.97400 -0.027 0.147 0.111 0.0854
H 3.32376 -3.22637 0.52367 -0.015 -0.009 -0.021 0.0843
H 1.55901 1.90438 -1.93957 0.024 0.122 -0.002 0.1242
H -2.74876 -3.74040 3.13577 0.015 0.004 -0.042 0.0983
H 1.05228 -2.80422 4.13125 0.025 -0.003 -0.042 0.0990
C -1.29633 2.39352 1.45899 0.214 0.007 -0.124 -0.1051
H -2.31917 2.66783 1.19512 -0.005 0.051 0.043 0.1233
O -0.60827 4.66062 -1.73903 0.096 0.333 -0.024 0.0649
C 0.17691 -0.99328 -0.90007 -0.008 0.410 -0.186 -0.0304
H 3.20100 -3.86217 -1.14354 0.002 0.027 0.041 0.0966
C -0.00788 0.33249 2.09373 -0.127 -0.261 0.088 0.0418
H -0.24688 3.93695 0.36165 0.074 -0.195 0.023 0.1266
H 0.89032 0.92349 2.18113 0.170 0.072 -0.016 0.1357
C 1.64897 -2.67227 3.22558 0.217 -0.376 0.208 -0.0787
H 0.64113 2.39835 0.49746 -0.015 0.098 -0.002 0.1201
C -2.01401 -4.01932 2.37379 -0.164 -0.133 -0.013 -0.0812
H -1.78695 0.69543 -0.74592 0.198 0.077 -0.102 0.0982
N -0.81532 2.52968 -0.98758 0.014 -0.231 0.388 -0.0661
C -1.21800 2.93984 -3.29975 -0.036 -0.247 -0.260 -0.3662
O 3.74692 -1.86505 -0.98112 0.036 0.239 -0.085 -0.0771
O 1.39535 -1.42826 2.61322 -0.250 0.182 -0.284 -0.0713
C 1.31747 -1.76583 -0.79003 0.338 -0.269 -0.019 -0.0060
H -1.02365 2.94567 2.36176 -0.055 0.048 -0.004 0.1243
H 1.22392 -2.79170 -0.47202 0.038 -0.125 0.060 0.1077
C 3.74890 -3.18142 -0.48370 0.008 -0.176 0.049 -0.0807
C -2.33721 0.10719 1.69322 0.079 0.069 0.043 -0.0565
C 0.12034 -1.02976 2.33517 0.008 0.127 0.115 -0.2046
H -3.30295 0.52697 1.45204 -0.096 0.070 -0.044 0.1158
H 3.59664 0.53068 -1.73772 0.129 0.049 -0.025 0.1195
H 1.45937 -3.50902 2.54963 0.044 0.084 0.085 0.0841
C -1.21601 0.91897 1.74910 -0.148 -0.104 0.164 -0.2473
C -0.84668 3.48936 -1.93503 -0.195 0.194 -0.457 -0.5277
C 2.62879 0.11658 -1.50381 0.132 -0.146 0.024 0.0142
S -1.69631 1.21362 -3.07855 -0.039 0.048 0.213 0.9338
C -1.00766 1.15636 -1.36092 -0.354 -0.360 -0.544 -0.4855
C 2.56035 -1.21105 -1.07683 -0.212 0.144 -0.047 -0.2690
H 4.79503 -3.48162 -0.44838 -0.089 -0.028 0.015 0.0944
C -1.01981 -1.84895 2.23873 0.071 -0.100 0.064 -0.2055
H -1.65723 -5.02911 2.57273 -0.086 0.045 -0.021 0.0956
H -2.05114 3.50034 -3.72178 0.112 0.087 0.103 0.0832
C 1.48576 0.87654 -1.61274 -0.081 -0.142 0.076 -0.0222
H -2.48427 -3.99224 1.38533 -0.003 0.012 0.045 0.0965

49
Properties=species:S:1:pos:R:3:forces:R:3:lowdin_charge:R:1 method="wB97M-V/def2-TZVPD" largest_force_ev_per_a=19.9 charge=0 e_homo_ev=-8.5 spin_multiplicity=1 e_above_lowest_kcal_mol=427.65
O 4.36099 -3.13968 -0.08358 -0.203 7.584 0.476 -0.0351
O -0.95381 1.24479 1.64172 -3.974 2.742 -4.200 -0.0774
H 6.28660 -3.26023 0.54922 -1.099 3.834 -0.383 0.2075
H -4.99912 -0.30937 -0.49790 0.438 0.426 0.895 0.1566
C -3.63906 0.11038 1.35556 2.383 3.385 -10.027 0.0700
H 6.80457 0.51199 -0.03557 -0.524 -1.553 2.594 0.1521
H -5.25267 -1.87098 1.36795 2.810 -0.054 -1.109 0.1807
H 1.46929 3.87701 -0.82566 -0.857 1.926 -0.293 0.0389
H -1.79078 2.58690 -1.74133 2.146 0.737 0.109 0.1509
O -1.61969 0.36320 -2.05060 3.797 -1.431 4.781 -0.0037
H -0.66123 3.72520 0.65697 4.312 3.269 3.984 0.0548
H 1.78520 -2.83262 -0.96905 -2.225 -4.152 -1.015 0.0597
C 3.47853 0.45464 -0.02791 2.698 1.488 -0.267 0.0028
C -1.41250 3.35639 0.20228 10.368 -14.127 0.158 0.0326
C 5.42217 -1.11503 0.55994 4.393 12.778 1.920 -0.3164
C 0.11601 1.61710 -1.24878 1.227 3.873 5.523 -0.1085
C 5.56440 -2.26763 0.32544 1.793 -19.836 -0.957 -0.0629
C -0.53997 0.38854 -1.25141 -4.182 0.094 -8.254 -0.3342
C -0.81562 2.87212 -1.18068 -5.123 -6.515 1.263 -0.0723
H -3.71283 2.03362 0.23042 -4.032 3.636 -2.539 0.0613
C -4.07266 -0.63988 0.03107 -3.782 2.930 4.040 -0.1912
C 1.34455 1.69119 -0.58438 2.198 0.822 -2.455 0.0932
C 6.62243 -0.20260 0.95829 -5.662 4.142 -3.710 0.0209
C 2.23124 0.35097 -0.50646 -2.878 10.550 1.588 -0.1223
C 1.44834 -0.62306 -0.69910 2.440 -9.927 -2.117 -0.2546
H -6.04033 -4.18660 0.76214 -1.351 0.570 2.122 0.0552
C -5.46644 -3.99547 -0.07218 -0.228 0.935 -4.756 -0.0955
H -3.44282 -2.62650 0.81428 -1.486 1.922 0.075 0.1757
H 7.48929 -0.61830 1.09800 4.578 -2.778 1.160 -0.0039
H 3.01529 3.13946 -0.64395 5.892 -0.244 -3.007 -0.0183
C 3.49417 -1.86343 -0.16694 -1.991 -2.509 -4.474 -0.0215
H 6.29894 0.45207 1.77489 0.368 -0.094 -0.114 0.0817
H -2.17209 3.66497 -0.01086 -14.660 7.846 -3.604 -0.0346
H -5.95540 -4.52111 -0.97413 0.234 1.286 1.221 0.1203
H -4.59026 -4.49768 -0.05538 2.910 -2.220 0.912 0.0361
N -3.04912 1.51377 0.57460 3.324 -6.095 5.331 0.1523
C -4.34493 -1.91065 0.51849 -3.840 -7.216 2.848 -0.2945
C 2.11082 3.23131 -0.34439 -5.807 -5.837 2.160 0.0749
H 2.24817 3.12096 0.70479 -0.727 1.191 1.278 0.0791
H 3.98690 1.36073 0.14348 -0.182 1.510 0.326 0.1200
H -0.29746 3.57767 -1.52907 3.417 5.924 -3.409 0.0136
C 2.16981 -1.94382 -0.81553 4.610 6.349 4.861 0.1915
H -3.45290 -0.77681 -0.69691 4.774 0.307 -4.039 0.0445
C -1.81294 1.91263 0.82542 3.896 -0.087 4.401 -0.3500
O 0.28006 -0.65696 -1.23140 -4.044 -1.185 0.092 0.1767
O -5.03785 -2.68204 -0.48840 -1.097 -0.018 0.032 -0.2114
H -4.36784 0.29409 1.97335 -3.862 1.347 3.330 0.0568
C 4.28481 -0.59048 -0.03689 -4.468 -6.000 1.425 -0.1102
H -2.81222 -0.32075 1.70014 3.280 -1.526 1.821 0.0582